Record 1
Here is a molecular structure, C43H34BF4MgN2OP2STe from OMol25. Energies are from wB97M-V/def2-TZVPD.

Net charge   -1
Kohn-Sham gap   6.672 eV
E_LUMO   2.3 eV

Each line ends with the Löwdin charge.
Element x y z (Å)
Mg (-0.028, -0.350, -1.705)  0.358
O (-2.445, 0.511, 2.961)  -0.048
C (-2.383, 1.790, 3.453)  -0.243
C (-2.853, 2.209, 4.692)  -0.015
C (-2.789, 3.548, 5.046)  -0.088
C (-2.210, 4.473, 4.200)  -0.089
C (-1.686, 4.047, 2.994)  -0.095
C (-1.778, 2.722, 2.596)  -0.258
P (-1.080, 2.069, 1.013)  1.142
C (-2.398, 2.743, -0.090)  -0.354
C (-3.088, 1.818, -0.865)  -0.105
C (-4.074, 2.228, -1.743)  -0.063
C (-4.378, 3.573, -1.853)  -0.086
C (-3.713, 4.501, -1.065)  -0.085
C (-2.729, 4.090, -0.186)  -0.096
C (0.254, 3.319, 0.831)  -0.382
C (1.181, 3.432, 1.868)  -0.138
C (2.253, 4.297, 1.765)  -0.102
C (2.442, 5.035, 0.607)  -0.098
C (1.562, 4.885, -0.449)  -0.068
C (0.473, 4.036, -0.338)  -0.084
C (-2.419, -0.603, 3.767)  -0.255
C (-3.311, -0.864, 4.803)  -0.029
C (-3.154, -1.992, 5.590)  -0.083
C (-2.112, -2.873, 5.356)  -0.081
C (-1.291, -2.674, 4.261)  -0.080
C (-1.454, -1.564, 3.443)  -0.290
P (-0.597, -1.433, 1.807)  1.137
C (-1.351, -2.966, 1.110)  -0.356
C (-2.595, -3.437, 1.528)  -0.093
C (-3.163, -4.545, 0.927)  -0.089
C (-2.503, -5.206, -0.095)  -0.092
C (-1.293, -4.717, -0.552)  -0.104
C (-0.733, -3.590, 0.026)  -0.169
C (1.019, -2.044, 2.440)  -0.378
C (1.596, -3.274, 2.150)  -0.088
C (2.834, -3.604, 2.674)  -0.083
C (3.503, -2.724, 3.506)  -0.101
C (2.933, -1.493, 3.798)  -0.097
C (1.705, -1.155, 3.266)  -0.133
H (-3.272, 1.515, 5.401)  0.088
H (-3.198, 3.865, 5.995)  0.100
H (-2.156, 5.517, 4.476)  0.099
H (-1.169, 4.757, 2.367)  0.100
H (-2.821, 0.772, -0.794)  0.069
H (-4.589, 1.502, -2.356)  0.101
H (-5.120, 3.899, -2.567)  0.098
H (-3.960, 5.552, -1.146)  0.097
H (-2.202, 4.813, 0.421)  0.094
H (1.057, 2.830, 2.760)  0.108
H (2.950, 4.397, 2.587)  0.098
H (3.280, 5.715, 0.524)  0.095
H (1.723, 5.427, -1.370)  0.107
H (-0.197, 3.925, -1.176)  0.103
H (-4.159, -0.218, 4.973)  0.109
H (-3.857, -2.187, 6.386)  0.101
H (-1.966, -3.732, 5.995)  0.100
H (-0.514, -3.390, 4.032)  0.114
H (-3.138, -2.936, 2.318)  0.099
H (-4.129, -4.896, 1.259)  0.097
H (-2.950, -6.080, -0.546)  0.097
H (-0.790, -5.204, -1.375)  0.104
H (0.189, -3.189, -0.374)  0.047
H (1.086, -3.982, 1.515)  0.091
H (3.281, -4.556, 2.421)  0.101
H (4.469, -2.985, 3.917)  0.094
H (3.460, -0.800, 4.440)  0.096
H (1.262, -0.189, 3.480)  0.099
N (2.618, -2.065, -0.947)  -0.017
C (1.673, -1.499, -1.290)  -0.320
C (3.780, 1.094, 0.930)  -0.027
C (2.384, 0.792, 0.837)  -0.264
N (1.272, 0.531, 0.790)  0.087
H (4.009, 1.449, 1.935)  0.085
H (4.037, 1.856, 0.196)  0.092
H (4.329, 0.179, 0.718)  0.089
Te (-1.697, -1.919, -3.184)  0.807
C (-3.752, -1.658, -2.853)  -1.032
C (-4.478, -1.359, -1.740)  -0.289
C (-5.874, -1.309, -1.957)  -0.225
C (-6.216, -1.583, -3.241)  -0.449
S (-4.817, -1.910, -4.199)  0.876
H (-4.023, -1.195, -0.775)  0.088
H (-6.593, -1.069, -1.189)  0.095
H (-7.189, -1.638, -3.689)  0.046
F (0.980, 0.668, -3.782)  0.118
B (0.777, 1.751, -2.926)  -1.391
F (-0.533, 1.622, -2.399)  0.076
F (0.930, 2.946, -3.563)  0.178
F (1.659, 1.632, -1.858)  0.132



Record 2
Here is a molecular structure, C43H34Cl3N8O2Y from OMol25. Energies are from wB97M-V/def2-TZVPD.

Net charge   -2
Kohn-Sham gap   4.831 eV
E_LUMO   4.1 eV

Each line ends with the Löwdin charge.
Element x y z (Å)
Y (-0.623, 0.091, 0.482)  1.349
C (2.227, 0.383, -2.182)  -0.129
N (1.366, 1.108, -1.237)  -0.080
C (0.771, 2.268, -1.877)  -0.153
C (-0.360, 1.766, -2.712)  -0.318
N (-0.980, 0.652, -2.466)  0.173
C (-1.961, 0.558, -3.441)  -0.229
C (-2.922, -0.426, -3.650)  -0.019
C (-3.805, -0.252, -4.700)  -0.099
C (-3.741, 0.872, -5.534)  -0.117
C (-2.787, 1.857, -5.344)  -0.040
C (-1.903, 1.674, -4.289)  -0.214
N (-0.843, 2.423, -3.814)  0.167
C (2.323, -1.096, -2.002)  -0.341
N (1.711, -1.914, -2.812)  0.176
C (2.013, -3.174, -2.332)  -0.245
C (1.542, -4.421, -2.740)  -0.030
C (1.986, -5.535, -2.058)  -0.111
C (2.901, -5.424, -1.000)  -0.111
C (3.374, -4.198, -0.578)  -0.053
C (2.898, -3.078, -1.250)  -0.212
N (3.096, -1.726, -1.071)  0.159
H (3.227, 0.840, -2.218)  0.121
H (1.789, 0.481, -3.175)  0.113
H (1.871, 1.381, -0.402)  0.108
H (1.478, 2.850, -2.489)  0.126
H (0.354, 2.907, -1.098)  0.095
H (-2.967, -1.290, -3.000)  0.063
H (-4.568, -0.999, -4.881)  0.092
H (-4.456, 0.975, -6.341)  0.087
H (-2.741, 2.728, -5.986)  0.098
H (-0.602, 3.363, -4.075)  0.156
H (0.813, -4.493, -3.537)  0.104
H (1.600, -6.513, -2.319)  0.088
H (3.198, -6.317, -0.464)  0.093
H (4.016, -4.111, 0.287)  0.084
H (3.439, -1.303, -0.227)  0.148
O (-0.007, 2.272, 0.864)  -0.229
C (0.828, 2.931, 1.597)  -0.367
C (1.353, 4.176, 1.163)  -0.032
C (2.276, 4.880, 1.909)  -0.127
C (2.717, 4.398, 3.140)  -0.142
C (2.184, 3.209, 3.607)  -0.079
C (1.250, 2.470, 2.878)  -0.147
C (0.691, 1.278, 3.493)  -0.098
N (-0.153, 0.487, 2.947)  -0.046
N (-0.561, -0.550, 3.767)  0.057
C (-1.434, -1.304, 3.140)  -0.482
O (-1.924, -1.093, 1.986)  -0.182
C (-1.834, -2.564, 3.847)  -0.130
C (-2.564, -3.519, 3.149)  -0.021
C (-2.906, -4.720, 3.754)  -0.093
C (-2.530, -4.974, 5.065)  -0.122
C (-1.797, -4.022, 5.766)  -0.110
C (-1.445, -2.827, 5.159)  -0.041
H (0.980, 4.580, 0.229)  0.100
H (2.648, 5.828, 1.533)  0.087
H (3.439, 4.949, 3.729)  0.078
H (2.485, 2.827, 4.578)  0.098
H (1.001, 1.060, 4.519)  0.112
H (-2.824, -3.309, 2.121)  0.109
H (-3.451, -5.468, 3.189)  0.093
H (-2.790, -5.916, 5.535)  0.084
H (-1.487, -4.221, 6.786)  0.086
H (-0.854, -2.086, 5.678)  0.097
Cl (-2.359, 6.981, -0.070)  0.536
C (-2.606, 5.236, -0.073)  -0.708
C (-2.759, 4.561, -1.271)  -0.154
C (-2.957, 3.191, -1.270)  -0.076
C (-2.986, 2.421, -0.076)  -0.353
C (-3.043, 0.996, -0.097)  -0.186
C (-2.866, 3.174, 1.124)  -0.071
C (-2.673, 4.538, 1.129)  -0.140
H (-2.742, 5.112, -2.206)  0.086
H (-3.103, 2.682, -2.217)  0.089
H (-3.396, 0.575, -1.039)  0.017
H (-3.476, 0.504, 0.773)  0.027
H (-2.874, 2.641, 2.068)  0.110
H (-2.554, 5.069, 2.066)  0.095
Cl (-1.648, -2.356, -0.957)  0.691
C (-0.698, -3.464, 0.038)  -0.573
C (-1.071, -4.779, 0.114)  -0.178
C (-0.362, -5.656, 0.941)  -0.165
C (0.706, -5.138, 1.672)  -0.181
C (1.069, -3.816, 1.570)  -0.617
Cl (2.402, -3.243, 2.563)  0.587
C (0.413, -2.826, 0.735)  -0.569
N (0.703, -1.570, 0.632)  -0.165
H (-1.926, -5.121, -0.458)  0.088
H (-0.648, -6.696, 1.032)  0.069
H (1.268, -5.777, 2.344)  0.086



Record 3
Here is a molecular structure, C43H34F4N7O7PS2Ti from OMol25. Energies are from wB97M-V/def2-TZVPD.

Net charge   -2
Kohn-Sham gap (alpha / beta)   6.727 / 4.909 eV
Multiplicity   3
E_LUMO (alpha / beta)   3.4 / 1.1 eV

Each line ends with the Löwdin spin population.
Element x y z (Å)
Ti (-1.748, 0.857, -1.085)  0.901
C (2.841, 2.684, 1.913)  0.000
C (2.230, 3.814, 2.742)  0.000
C (2.907, 5.133, 2.345)  0.000
C (2.506, 3.518, 4.223)  0.000
C (0.724, 3.939, 2.508)  0.001
C (-0.021, 4.848, 3.281)  0.000
C (-1.375, 5.027, 3.093)  0.000
C (-2.013, 4.268, 2.119)  0.000
S (-3.667, 4.309, 1.598)  0.005
C (-3.308, 3.080, 0.418)  0.010
N (-2.076, 2.655, 0.424)  0.001
C (-1.304, 3.340, 1.356)  0.000
C (0.073, 3.199, 1.539)  0.000
C (-4.266, 2.586, -0.558)  0.006
C (-5.576, 3.066, -0.614)  -0.001
C (-6.424, 2.595, -1.597)  0.009
C (-5.947, 1.658, -2.510)  -0.001
C (-4.644, 1.188, -2.432)  0.005
C (-3.751, 1.634, -1.449)  -0.011
H (3.909, 2.612, 2.130)  0.000
H (2.731, 2.861, 0.841)  0.000
H (2.383, 1.723, 2.157)  0.000
H (3.985, 5.069, 2.514)  0.000
H (2.521, 5.969, 2.931)  0.000
H (2.736, 5.354, 1.289)  0.000
H (3.581, 3.396, 4.378)  0.000
H (2.005, 2.601, 4.537)  0.000
H (2.170, 4.332, 4.867)  0.000
H (0.477, 5.434, 4.043)  0.000
H (-1.926, 5.743, 3.689)  0.000
H (0.604, 2.506, 0.907)  0.000
H (-5.932, 3.799, 0.104)  0.000
H (-7.446, 2.949, -1.655)  0.001
H (-6.605, 1.284, -3.287)  0.000
H (-4.312, 0.451, -3.156)  0.000
O (-5.744, -4.539, 1.189)  0.001
C (-5.353, -3.644, 1.957)  0.001
O (-5.582, -3.453, 3.167)  0.001
C (-4.441, -2.573, 1.299)  0.009
C (-3.965, -1.500, 2.043)  -0.001
C (-3.182, -0.538, 1.434)  0.007
N (-2.855, -0.599, 0.141)  0.001
C (-3.299, -1.638, -0.582)  0.008
C (-4.086, -2.638, -0.044)  -0.002
C (-2.874, -1.613, -2.034)  0.002
O (-3.176, -2.490, -2.809)  0.003
O (-2.161, -0.550, -2.339)  -0.003
H (-4.231, -1.441, 3.089)  0.000
H (-2.799, 0.315, 1.984)  0.000
H (-4.431, -3.459, -0.656)  0.000
F (2.157, -2.596, 4.266)  -0.002
C (2.034, -3.060, 3.016)  0.012
C (2.676, -4.219, 2.703)  0.052
F (3.378, -4.821, 3.669)  0.012
C (2.670, -4.783, 1.401)  0.048
C (1.885, -4.054, 0.467)  0.044
C (1.230, -2.904, 0.788)  0.013
F (0.508, -2.303, -0.160)  -0.001
C (1.292, -2.313, 2.073)  0.088
C (0.701, -1.055, 2.358)  0.114
C (0.202, -0.236, 1.338)  0.034
N (-0.203, 0.429, 0.486)  0.062
C (0.688, -0.438, 3.640)  0.016
N (0.663, 0.132, 4.643)  0.054
F (1.773, -4.511, -0.779)  0.009
C (3.398, -5.939, 1.061)  0.201
C (3.502, -6.447, -0.265)  0.026
N (3.672, -6.889, -1.315)  0.099
C (4.153, -6.698, 2.000)  0.026
N (4.796, -7.356, 2.695)  0.100
C (1.827, -0.146, -5.765)  0.000
C (1.345, 0.430, -4.453)  0.000
O (1.997, -0.266, -3.372)  0.000
P (1.023, -0.735, -2.135)  0.001
O (2.224, -1.107, -1.078)  0.000
C (2.895, 0.005, -0.480)  0.000
C (4.299, 0.143, -1.030)  0.000
O (0.596, -2.228, -2.535)  0.000
C (1.522, -3.252, -2.918)  0.000
C (0.856, -4.119, -3.962)  0.000
H (1.373, 0.396, -6.597)  0.000
H (1.557, -1.200, -5.846)  0.000
H (2.912, -0.060, -5.845)  0.000
H (0.259, 0.330, -4.366)  0.000
H (1.582, 1.491, -4.376)  0.000
H (2.913, -0.169, 0.599)  0.000
H (2.324, 0.925, -0.652)  0.000
H (4.863, -0.775, -0.857)  0.000
H (4.816, 0.968, -0.535)  0.000
H (4.265, 0.334, -2.102)  0.000
H (1.768, -3.832, -2.026)  0.000
H (2.439, -2.797, -3.298)  0.000
H (-0.091, -4.502, -3.582)  0.000
H (1.500, -4.963, -4.218)  0.000
H (0.652, -3.544, -4.865)  0.000
S (0.276, 4.216, -4.014)  0.018
C (-0.313, 3.103, -2.985)  0.017
N (-0.717, 2.295, -2.239)  0.003



Energy relative to the best compared isomer or geometry (same formula, charge and spin): 202.91 9.58 157.06 (kJ/mol)